{
  "formula": "C42H51Cl5N3O5PPbS5Si2Te2",
  "method": "ωB97M-V/def2-TZVPD",
  "largest_force_ev_per_a": 0.55,
  "energy_ev": -220766.3749,
  "homo_energy_ev": -2.3794,
  "total_charge": -2,
  "mol_weight_g_mol": 1565.03,
  "lumo_energy_ev": 3.279,
  "relative_energy_kj_mol": 0.0,
  "symbols": ["Pb", "Cl", "C", "C", "C", "Cl", "C", "C", "C", "C", "N", "C", "C", "O", "H", "H", "H", "H", "S", "S", "S", "S", "C", "C", "O", "P", "O", "Te", "O", "C", "C", "H", "H", "H", "H", "H", "H", "H", "H", "H", "H", "C", "Si", "C", "C", "C", "Si", "C", "C", "C", "H", "H", "H", "H", "H", "H", "H", "H", "H", "H", "H", "H", "H", "H", "H", "H", "H", "H", "H", "Te", "C", "C", "C", "C", "C", "C", "H", "H", "H", "H", "H", "Cl", "C", "C", "C", "C", "C", "C", "N", "C", "C", "N", "C", "O", "C", "C", "C", "Cl", "S", "C", "C", "C", "Cl", "C", "H", "H", "H", "H", "H", "H", "H", "H", "H", "H", "H", "H", "H"],
  "coordinates": [[1.327, 1.107, -0.518], [-1.203, -3.930, 1.657], [-1.769, -3.350, 0.103], [-3.081, -3.646, -0.253], [-3.598, -3.197, -1.433], [-5.256, -3.594, -1.848], [-2.808, -2.422, -2.314], [-3.297, -1.864, -3.517], [-2.477, -1.106, -4.299], [-1.142, -0.923, -3.900], [-0.654, -1.436, -2.798], [-1.455, -2.155, -1.972], [-0.862, -2.609, -0.701], [0.321, -2.336, -0.363], [-3.695, -4.232, 0.419], [-4.331, -2.030, -3.790], [-2.841, -0.634, -5.204], [-0.463, -0.323, -4.498], [4.247, -2.385, -1.206], [5.376, -0.641, -1.283], [4.841, 0.606, 0.257], [3.784, 2.205, -0.481], [3.928, 1.562, -4.506], [2.630, 1.682, -5.269], [1.986, 2.938, -4.976], [0.766, 2.981, -3.922], [0.875, 1.856, -2.939], [0.557, 5.231, -3.251], [-0.498, 2.520, -4.845], [-0.997, 3.345, -5.888], [-2.203, 2.651, -6.485], [4.428, 0.625, -4.762], [3.745, 1.572, -3.433], [4.589, 2.398, -4.746], [1.964, 0.850, -5.031], [2.803, 1.685, -6.348], [-0.216, 3.497, -6.641], [-1.262, 4.325, -5.483], [-1.918, 1.704, -6.949], [-2.670, 3.285, -7.243], [-2.934, 2.441, -5.703], [-3.115, 3.108, 1.178], [-1.740, 2.093, 0.357], [-1.684, 0.497, 1.376], [-2.342, 1.664, -1.372], [-0.087, 2.898, 0.277], [0.339, 4.091, 1.612], [0.048, 3.365, 3.344], [2.089, 4.765, 1.536], [-0.747, 5.645, 1.527], [-4.082, 2.615, 1.031], [-3.179, 4.115, 0.759], [-2.944, 3.204, 2.255], [-2.686, 0.074, 1.508], [-1.252, 0.690, 2.363], [-1.065, -0.268, 0.896], [-3.021, 0.806, -1.359], [-1.500, 1.424, -2.027], [-2.865, 2.512, -1.821], [-0.062, 3.490, -0.651], [0.854, 3.620, 4.038], [-0.023, 2.275, 3.320], [-0.885, 3.756, 3.761], [2.833, 3.982, 1.398], [2.335, 5.323, 2.446], [2.181, 5.443, 0.682], [-1.753, 5.463, 1.912], [-0.836, 5.984, 0.491], [-0.302, 6.457, 2.112], [2.253, -2.020, -2.501], [3.205, -2.300, -4.404], [2.356, -2.458, -5.501], [2.864, -2.611, -6.783], [4.238, -2.622, -6.992], [5.089, -2.473, -5.906], [4.579, -2.308, -4.624], [1.280, -2.460, -5.355], [2.185, -2.728, -7.620], [4.639, -2.740, -7.991], [6.163, -2.474, -6.055], [5.258, -2.181, -3.790], [-2.369, 2.712, 7.010], [-1.674, 1.243, 6.395], [-2.132, 0.710, 5.206], [-1.548, -0.455, 4.738], [-0.519, -1.103, 5.415], [0.034, -2.378, 4.804], [1.482, -2.312, 4.328], [1.784, -1.103, 3.605], [2.340, 0.058, 4.110], [2.441, 0.907, 3.048], [1.931, 0.297, 1.928], [1.563, -0.901, 2.290], [-0.002, -3.483, 5.695], [-1.301, -3.892, 6.065], [-1.982, -4.653, 4.968], [-3.164, -4.322, 4.380], [-4.154, -2.961, 4.734], [-3.657, -5.441, 3.178], [-2.258, -6.392, 3.446], [-1.464, -5.863, 4.409], [-0.095, -0.532, 6.613], [1.175, -1.246, 7.574], [-0.658, 0.632, 7.108], [-2.914, 1.204, 4.647], [-1.891, -0.872, 3.798], [-0.585, -2.588, 3.923], [1.646, -3.163, 3.670], [2.159, -2.397, 5.175], [2.618, 0.154, 5.145], [2.835, 1.910, 3.009], [1.180, -1.657, 1.618], [-1.915, -3.042, 6.376], [-1.160, -4.537, 6.935], [-2.083, -7.271, 2.847], [-0.518, -6.289, 4.711], [-0.302, 1.057, 8.036]],
  "mulliken_charge": [0.51, -0.04, 0.56, -0.80, 0.54, -0.36, 0.46, -1.30, -0.95, -0.32, 0.72, 0.14, -0.42, -0.36, 0.34, 0.35, 0.49, 0.34, -0.35, -0.13, -0.09, -0.42, -0.72, 0.27, -0.38, -0.83, 0.18, -0.51, 0.16, -0.32, -1.19, 0.21, 0.03, 0.37, -0.26, 0.41, 0.25, 0.30, 0.25, 0.41, 0.26, -1.28, 0.30, 1.75, -0.34, 0.58, 0.23, -0.42, -0.91, -1.29, 0.37, 0.32, 0.26, 0.63, -1.04, -1.03, 0.30, -0.34, 0.40, -0.69, 0.47, -0.49, 0.38, 0.13, 0.35, 0.24, 0.33, 0.32, 0.36, 0.52, 0.47, -0.49, -0.67, -0.46, -0.58, -0.24, 0.41, 0.37, 0.34, 0.36, 0.15, -0.25, 0.36, -0.95, 0.29, -0.75, 1.40, -2.20, 0.49, -0.33, -1.56, 1.05, -0.53, -0.44, -0.79, 0.19, 0.79, -0.19, -0.20, -0.33, -0.93, 1.13, -0.23, -0.80, 0.32, 0.77, -0.51, 0.52, 0.33, 0.51, 0.46, 0.37, 0.40, 0.44, 0.43, 0.41, 0.47]
}

=====

{
  "formula": "C42H51F10N2O31",
  "method": "ωB97M-V/def2-TZVPD",
  "largest_force_ev_per_a": 0.88,
  "energy_ev": -138003.2399,
  "homo_energy_ev": -12.1762,
  "total_charge": 1,
  "mol_weight_g_mol": 1269.83,
  "lumo_energy_ev": -3.825,
  "symbols": ["C", "C", "N", "N", "C", "C", "C", "C", "C", "C", "C", "C", "C", "O", "C", "H", "H", "H", "H", "H", "H", "H", "H", "H", "H", "H", "H", "H", "H", "H", "H", "H", "H", "H", "H", "H", "C", "C", "O", "C", "O", "O", "F", "H", "H", "H", "C", "C", "O", "C", "O", "O", "F", "H", "H", "H", "C", "C", "O", "C", "O", "O", "F", "H", "H", "H", "C", "C", "O", "C", "O", "O", "F", "H", "H", "H", "C", "C", "O", "C", "O", "O", "F", "H", "H", "H", "C", "C", "O", "C", "O", "O", "F", "H", "H", "H", "C", "C", "O", "C", "O", "O", "F", "H", "H", "H", "C", "C", "O", "C", "O", "O", "F", "H", "H", "H", "C", "C", "O", "C", "O", "O", "F", "H", "H", "H", "C", "C", "O", "C", "O", "O", "F", "H", "H", "H"],
  "coordinates": [[-0.043, -5.364, 1.522], [-1.468, -4.821, 1.452], [-1.774, -3.986, 0.270], [-1.402, -4.534, -0.959], [-1.819, -5.789, -1.209], [-1.515, -6.404, -2.374], [-0.772, -5.716, -3.330], [-0.389, -4.423, -3.064], [-0.702, -3.812, -1.865], [-0.247, -2.418, -1.599], [1.221, -2.422, -1.114], [1.658, -1.099, -0.501], [1.079, -0.839, 0.886], [-0.140, -0.112, 0.792], [-1.170, -0.527, 1.664], [0.411, -5.522, 0.545], [-0.041, -6.322, 2.043], [0.588, -4.691, 2.099], [-2.225, -5.596, 1.544], [-1.639, -4.137, 2.282], [-1.310, -3.094, 0.362], [-2.405, -6.274, -0.447], [-1.863, -7.409, -2.557], [-0.514, -6.192, -4.265], [0.174, -3.845, -3.783], [-0.347, -1.848, -2.522], [-0.856, -1.888, -0.870], [1.338, -3.206, -0.360], [1.858, -2.695, -1.957], [2.745, -1.105, -0.427], [1.367, -0.266, -1.145], [1.793, -0.247, 1.466], [0.940, -1.784, 1.423], [-1.791, -1.312, 1.212], [-1.823, 0.320, 1.845], [-0.778, -0.875, 2.622], [4.331, -3.247, 4.395], [2.964, -3.896, 4.383], [2.497, -3.574, 3.071], [3.581, -3.387, 2.269], [3.522, -3.318, 1.083], [4.696, -3.295, 3.003], [2.116, -3.369, 5.286], [4.261, -2.208, 4.717], [5.052, -3.778, 5.003], [2.976, -4.980, 4.499], [0.084, -9.804, -3.118], [1.195, -10.062, -2.119], [1.603, -11.365, -2.456], [1.311, -11.585, -3.775], [1.719, -12.477, -4.423], [0.482, -10.600, -4.226], [0.746, -10.033, -0.839], [-0.872, -10.163, -2.729], [0.003, -8.761, -3.413], [2.049, -9.386, -2.201], [0.551, 2.924, 0.971], [-0.904, 3.329, 1.088], [-0.807, 4.622, 1.661], [0.399, 5.150, 1.316], [0.693, 6.289, 1.452], [1.191, 4.195, 0.794], [-1.609, 2.530, 1.928], [0.912, 2.460, 1.890], [0.747, 2.272, 0.126], [-1.431, 3.393, 0.138], [-4.084, -0.504, -2.444], [-4.602, -1.133, -3.722], [-3.547, -0.869, -4.641], [-2.404, -0.718, -3.941], [-1.311, -0.713, -4.413], [-2.660, -0.624, -2.621], [-5.736, -0.566, -4.168], [-4.348, 0.552, -2.379], [-4.395, -1.025, -1.543], [-4.750, -2.213, -3.666], [-1.477, 4.327, -4.425], [-0.389, 4.047, -3.411], [-1.142, 3.660, -2.265], [-2.314, 3.124, -2.701], [-3.038, 2.470, -2.020], [-2.513, 3.421, -3.992], [0.338, 5.142, -3.108], [-1.826, 5.356, -4.345], [-1.192, 4.124, -5.449], [0.293, 3.237, -3.674], [-2.503, 7.588, 2.989], [-3.131, 6.551, 3.895], [-4.310, 7.204, 4.333], [-4.670, 8.114, 3.389], [-5.718, 8.656, 3.326], [-3.654, 8.294, 2.510], [-2.357, 6.254, 4.964], [-1.865, 8.268, 3.556], [-1.941, 7.164, 2.162], [-3.406, 5.620, 3.396], [4.439, 4.207, 2.025], [5.530, 3.886, 3.029], [4.801, 3.291, 4.091], [3.662, 2.758, 3.582], [2.946, 2.001, 4.146], [3.468, 3.195, 2.318], [6.163, 4.988, 3.481], [4.009, 5.190, 2.221], [4.754, 4.141, 0.988], [6.279, 3.175, 2.675], [-2.180, 1.060, -7.906], [-3.620, 1.532, -7.804], [-3.468, 2.843, -7.292], [-2.245, 3.305, -7.649], [-1.902, 4.435, -7.554], [-1.479, 2.296, -8.116], [-4.349, 0.809, -6.928], [-1.857, 0.613, -6.965], [-1.995, 0.376, -8.728], [-4.151, 1.576, -8.756], [-4.816, 10.675, -0.352], [-3.441, 10.306, -0.862], [-3.035, 11.475, -1.537], [-3.692, 12.537, -0.977], [-3.417, 13.670, -1.160], [-4.690, 12.090, -0.179], [-3.474, 9.265, -1.735], [-5.582, 10.468, -1.100], [-5.077, 10.189, 0.584], [-2.718, 10.076, -0.077], [7.842, -4.247, 8.740], [8.046, -5.540, 7.973], [6.714, -5.903, 7.638], [5.958, -4.780, 7.613], [4.857, -4.715, 7.171], [6.631, -3.747, 8.155], [8.599, -6.512, 8.725], [7.675, -4.452, 9.798], [8.645, -3.528, 8.620], [8.625, -5.436, 7.054]],
  "mulliken_charge": [-0.54, -0.97, -0.64, 0.73, -0.27, -0.64, -0.76, -0.62, 0.45, -0.67, -0.35, -1.46, -0.22, 0.20, -0.83, 0.25, 0.47, 0.00, 0.37, 0.49, 0.05, 0.41, 0.67, 0.52, 0.57, 0.42, 0.24, 0.38, 0.45, 0.57, 0.48, 0.46, 0.08, 0.19, 0.14, 0.47, -0.16, 0.35, -0.24, 0.59, -0.48, -0.39, -0.29, 0.31, -0.07, 0.30, 0.12, 0.30, -0.32, 0.60, -0.44, -0.36, -0.29, 0.24, -0.16, 0.32, 0.13, 0.73, -0.23, 0.63, -0.53, -0.40, -0.33, 0.07, 0.02, -0.07, -0.50, 0.35, -0.29, 0.59, -0.60, -0.07, -0.29, 0.24, 0.33, 0.25, -0.28, 0.27, -0.10, 0.56, -0.54, -0.36, -0.29, 0.27, 0.15, 0.25, -0.18, 0.44, -0.37, 0.58, -0.48, -0.26, -0.29, 0.27, 0.02, 0.26, -0.46, 0.27, -0.34, 0.55, -0.50, -0.10, -0.28, 0.29, 0.31, 0.27, -0.09, 0.23, -0.27, 0.67, -0.53, -0.34, -0.21, 0.02, 0.29, 0.24, -0.28, 0.44, -0.34, 0.63, -0.48, -0.32, -0.29, 0.27, 0.16, 0.23, -0.40, 0.29, -0.30, 0.71, -0.55, -0.31, -0.27, 0.30, 0.26, 0.28]
}

=====

no.,frontier orbital gap (eV)
1,5.6580
2,8.3513